{"formula": "C2H2Cl3FN2", "method": "ωB97M-V with the def2-TZVPD basis set", "multiplicity": 1, "e_above_lowest_ev": 1.9755, "total_energy_ev": -45364.4772, "e_homo_ev": [-10.222, -10.219], "homo_lumo_gap_ev": [6.2, 6.2], "species": ["Cl", "Cl", "Cl", "F", "N", "N", "C", "C", "H", "H"], "coordinates": [[-0.01842, 1.77181, 0.89065], [2.54799, 0.53532, -0.03021], [0.60981, -1.15075, 1.97656], [0.34531, 1.16244, -1.98226], [-1.81911, -0.10223, -0.17900], [1.44563, -0.54925, -0.54182], [0.38414, -0.83839, 0.23094], [-0.70822, 0.32734, 0.21992], [-0.18195, -1.66835, -0.37345], [-2.60518, 0.51206, -0.21132]]}